{
  "formula": "C12H6NO5Pr",
  "method": "ωB97M-V with the def2-TZVPD basis set",
  "multiplicity": 3,
  "homo_lumo_gap_ev": [6.50, 6.61],
  "s2": 2.00,
  "de_lowest_kcal_mol": 0.00,
  "homo_energy_ev": [-15.44, -15.44],
  "lumo_ha": [-0.3286, -0.3246],
  "charge": 2,
  "elements": ["C", "C", "O", "O", "O", "C", "C", "H", "O", "N", "H", "C", "C", "H", "H", "H", "O", "C", "C", "C", "C", "H", "C", "C", "Pr"],
  "coordinates": [[2.54149, -3.07689, -3.01260], [-0.42383, -0.59594, 1.00028], [2.36645, 1.23836, -1.15946], [3.55391, -3.37115, -3.45224], [0.36686, -4.48970, -4.60560], [-0.83425, 1.60056, 1.93261], [-0.58677, -0.25263, 3.48862], [-1.14669, 3.56836, 2.74454], [-1.38021, 1.72752, -2.60416], [-0.28331, -1.04629, -0.07613], [-1.11656, 2.70398, 5.09039], [1.14293, 0.02433, -4.39946], [1.80321, 0.28051, -1.47208], [-1.07694, -0.89799, -3.80334], [-0.85206, 1.95609, 0.90012], [-0.41200, -1.30555, 3.73093], [1.50559, 0.93489, -5.00586], [-0.63201, 0.22172, 2.15641], [0.01165, -3.54317, -4.03255], [-1.23461, 0.58681, -2.45532], [-0.96916, 1.99458, 4.28519], [-0.74965, 0.30382, 5.62658], [-0.99851, 2.49953, 2.98485], [-0.76394, 0.63552, 4.56905], [0.16838, -1.69725, -2.43076]],
  "atomic_forces_ev_per_a": [[3.653, -0.681, -1.395], [-0.040, 0.125, -1.555], [-2.280, -3.837, -1.116], [-3.154, 0.767, 1.438], [-1.917, 4.415, 2.490], [-0.004, 0.269, -0.496], [-0.003, -0.102, 0.854], [0.083, -0.792, 0.412], [0.192, -4.401, 0.341], [-0.233, 0.246, 2.075], [0.047, -0.151, 0.129], [1.598, 3.447, -2.105], [2.638, 3.975, 1.161], [0.149, -0.768, -0.304], [-0.036, 0.004, 0.310], [-0.082, 0.343, -0.353], [-1.510, -3.511, 2.145], [0.122, 0.062, 0.945], [1.434, -6.090, -4.178], [0.178, 4.442, -0.042], [-0.050, 0.170, 0.158], [0.036, 0.067, -0.995], [0.071, -0.495, -0.693], [-0.014, 0.031, -0.759], [-0.878, 2.465, 1.535]]
}